DFT (the ωB97M-V functional and the def2-TZVPD basis) results for a molecular structure, C18H42O15S3 at a distorted geometry.

Computed properties:
- HOMO level (eV) = -9.53
- LUMO energy (eV) = 0.02
- HOMO-LUMO gap (eV) = 9.555
- 2S+1 = 1
- charge = 0
- DFT total energy (Ha) = -3034.0241
- energy above the lowest of the compared OMol25 structures with the same formula, charge and spin (kcal/mol) = 0.0

Geometry (Å):
C -15.31556 -12.90599 -2.32759
C -14.91313 -12.71538 -0.90849
O -13.50735 -12.52065 -0.91837
C -12.91791 -12.47662 0.41072
C -11.41370 -12.58048 0.38331
H -15.08995 -12.07833 -3.00508
H -14.81747 -13.81791 -2.65777
H -16.39687 -12.92904 -2.47089
H -15.40473 -11.83715 -0.48701
H -15.15330 -13.60886 -0.27803
H -13.31744 -11.56280 0.87426
H -13.29359 -13.32352 1.02075
H -11.11484 -13.63775 0.21739
H -11.11110 -12.29314 1.44043
H -10.98951 -12.06249 -0.45102
C -13.88985 -19.61116 -5.33352
C -14.47799 -18.91464 -4.11272
O -15.71308 -18.41431 -4.50342
C -16.37893 -17.59972 -3.57580
C -17.44518 -16.84467 -4.32485
H -13.73368 -18.90246 -6.14944
H -12.89535 -20.01968 -5.15116
H -14.51528 -20.47075 -5.63768
H -14.57087 -19.61493 -3.26721
H -13.77199 -18.09794 -3.88194
H -16.77390 -18.16636 -2.73565
H -15.64584 -16.90529 -3.10796
H -18.11788 -16.29187 -3.62660
H -17.96984 -17.54610 -4.99120
H -17.00274 -16.13490 -5.00110
C -23.08912 -13.80987 1.34100
C -23.09173 -15.24904 0.80960
O -23.27034 -15.11447 -0.59193
C -23.53339 -16.34567 -1.30258
C -23.54622 -16.12638 -2.78651
H -22.15469 -13.27802 1.12025
H -23.96845 -13.27206 0.97404
H -23.20247 -13.80304 2.43666
H -22.16969 -15.73816 1.07254
H -23.97316 -15.76033 1.23536
H -22.82709 -17.12025 -1.03488
H -24.55284 -16.69692 -1.00449
H -23.52783 -17.05855 -3.30902
H -22.60047 -15.74611 -3.13752
H -24.31240 -15.46910 -3.18659
C -19.56852 -8.09192 0.79929
C -20.44093 -8.84396 -0.20353
O -19.70560 -8.85076 -1.49814
S -19.13154 -7.45115 -1.54908
O -20.13819 -6.45082 -1.72813
O -17.95183 -7.33997 -2.35911
O -18.63028 -7.33415 -0.04858
H -18.90288 -8.70938 1.39157
H -20.06305 -7.33404 1.43027
H -21.40185 -8.31558 -0.34907
H -20.59051 -9.87566 0.03488
C -20.21794 -8.75910 -5.71834
C -21.49502 -9.28996 -6.41559
O -22.60164 -8.85382 -5.60837
S -22.15750 -8.01402 -4.39423
O -22.80333 -8.45665 -3.20148
O -22.16228 -6.60883 -4.68845
O -20.67917 -8.58553 -4.34543
H -19.92504 -7.75037 -6.09783
H -19.31022 -9.35537 -5.81405
H -21.59818 -10.35672 -6.27485
H -21.72016 -8.96050 -7.44259
C -21.93477 -13.05185 -2.79879
C -21.22085 -11.69096 -2.96396
O -20.55696 -11.85419 -4.35395
S -19.85714 -13.28859 -4.27754
O -18.53759 -13.23195 -3.70478
O -19.98621 -13.95222 -5.54180
O -20.82699 -13.97899 -3.23610
H -22.78018 -13.09546 -3.52261
H -22.22806 -13.28811 -1.76573
H -20.38483 -11.62375 -2.25008
H -21.82854 -10.75406 -3.05027


DFT (the ωB97M-V functional and the def2-TZVPD basis) results for a single C10H12N4O3S molecule at a distorted geometry.

Computed properties:
- HOMO level (eV) = -9.24
- LUMO energy (eV) = 0.45
- HOMO-LUMO gap (eV) = 9.696
- SMILES = CCc1nnc(NC(=O)CN2C(=O)CCC2=O)s1
- 2S+1 = 1
- charge = 0
- DFT total energy (Ha) = -1231.2422

Geometry (Å):
C 4.99425 -1.32524 0.59070
C 4.67206 -0.66807 -0.75193
C 3.20968 -0.58660 -0.97101
N 2.53538 0.49709 -1.04702
N 1.23229 0.33713 -1.23388
C 0.86317 -0.89668 -1.29570
N -0.39969 -1.37464 -1.48351
C -1.62423 -0.75622 -1.36385
O -2.62932 -1.41751 -1.44405
C -1.63976 0.74367 -1.12059
N -2.39424 0.98281 0.09092
C -2.13543 0.28244 1.24632
O -1.26133 -0.53857 1.35354
C -3.12823 0.73857 2.29164
C -4.01041 1.76081 1.58121
C -3.46878 1.84506 0.16963
O -3.86166 2.52495 -0.73799
S 2.20424 -2.02907 -1.13123
H 6.07028 -1.36343 0.73716
H 4.55180 -0.75668 1.40502
H 4.60251 -2.33984 0.62200
H 5.06866 0.34753 -0.78254
H 5.12522 -1.24797 -1.55982
H -0.47502 -2.38282 -1.57006
H -0.62493 1.13933 -1.03149
H -2.17570 1.24236 -1.93381
H -3.68414 -0.12683 2.65306
H -2.58680 1.15724 3.14052
H -5.05777 1.46111 1.53880
H -3.97210 2.75007 2.03799


DFT (the ωB97M-V functional and the def2-TZVPD basis) results for a molecular structure, C44H43MoN6O2.

Computed properties:
- expectation value of S² = 2.017
- HOMO level (alpha / beta) (eV) = -15.61 / -15.61
- LUMO energy (alpha / beta) (eV) = -10.11 / -10.46
- HOMO-LUMO gap (alpha / beta) (eV) = 5.495 / 5.146
- 2S+1 = 3
- charge = +3
- DFT total energy (Ha) = -2248.9355
- energy above the lowest of the compared OMol25 structures with the same formula, charge and spin (kcal/mol) = 0.0

Geometry (Å):
Mo 0.51085 -0.03892 0.83674
C 0.57478 -2.93116 1.59922
C 0.99244 -2.43723 2.95666
C 0.53603 -3.05005 4.11164
C 0.97416 -2.60159 5.35270
C 1.86027 -1.54259 5.44851
C 2.35025 -0.89820 4.31202
C 3.29687 0.26094 4.46036
C 1.91002 -1.38818 3.08162
N 2.24684 -0.74828 1.84092
C 3.40929 -0.73249 1.29587
C 4.62495 -1.36953 1.84565
C 3.42915 -0.02530 -0.03047
C 4.70554 0.15398 -0.76380
N 2.26786 0.34556 -0.42637
C 2.12675 1.04870 -1.68856
C 2.19023 2.44333 -1.67483
C 2.52313 3.23004 -0.43801
C 1.98812 3.09539 -2.88739
C 1.74239 2.37981 -4.04915
C 1.70200 0.99564 -4.02714
C 1.89849 0.29316 -2.84084
C 1.93008 -1.20987 -2.84200
H -0.39832 -3.41674 1.61452
H 1.30412 -3.60431 1.14582
H 0.45682 -2.12855 0.82400
H -0.15277 -3.88379 4.04724
H 0.61660 -3.08395 6.25318
H 2.18205 -1.20068 6.42511
H 3.01203 0.88136 5.30987
H 3.34840 0.90092 3.57532
H 4.31347 -0.08552 4.65776
H 4.40358 -1.99661 2.70500
H 5.34580 -0.59884 2.13633
H 5.10773 -1.96410 1.06650
H 5.03181 -0.81369 -1.16035
H 5.49075 0.50283 -0.09176
H 4.59512 0.84415 -1.59548
H 2.21779 2.72404 0.48020
H 2.03522 4.20313 -0.45685
H 3.59886 3.41294 -0.37343
H 2.03828 4.17730 -2.91925
H 1.59219 2.90527 -4.98351
H 1.51679 0.44643 -4.94241
H 1.33749 -1.60336 -3.66619
H 1.54067 -1.64944 -1.92156
H 2.95064 -1.57686 -2.98036
N 0.52275 1.31765 2.56851
C -0.44181 0.93382 3.59477
C -0.42878 1.41746 4.86947
C -1.45890 1.04713 5.76156
C -2.47758 0.23508 5.35036
C -2.50203 -0.27434 4.02890
C -3.52197 -1.11110 3.52461
C -3.45285 -1.56113 2.23113
C -2.35679 -1.20670 1.43974
N -1.37339 -0.42677 1.87709
C -1.45361 0.06592 3.15621
H 0.22114 2.19608 2.13991
H 1.43300 1.49673 2.98856
H 0.34961 2.09689 5.19901
H -1.44435 1.43473 6.77126
H -3.27946 -0.02824 6.02884
H -4.35244 -1.38865 4.16337
H -4.22036 -2.19392 1.80832
H -2.27833 -1.57940 0.42577
O -0.15766 1.72356 0.02695
C -0.74268 1.10330 -0.94912
N -1.46904 1.50182 -1.94823
C -2.02145 0.32036 -2.67050
C -1.30518 -0.83689 -1.91908
O -1.38120 -2.01225 -2.09312
N -0.58798 -0.23629 -0.85826
C -3.51318 0.15443 -2.36641
C -4.17422 0.92721 -1.41830
C -5.52580 0.71281 -1.16973
C -6.21148 -0.27702 -1.85372
C -5.54719 -1.05662 -2.79392
C -4.20452 -0.84173 -3.05376
C -1.69591 0.40083 -4.15317
C -1.92691 1.60595 -4.81222
C -1.65252 1.72677 -6.16391
C -1.16517 0.63580 -6.87394
C -0.96600 -0.57329 -6.22773
C -1.22725 -0.69510 -4.86781
H -1.66251 2.46449 -2.18294
H -3.66881 1.71781 -0.87680
H -6.04366 1.33826 -0.45410
H -7.26523 -0.43664 -1.66770
H -6.08105 -1.82353 -3.33936
H -3.69830 -1.44145 -3.79976
H -2.35346 2.45770 -4.29105
H -1.84283 2.66410 -6.66976
H -0.96227 0.72604 -7.93264
H -0.61762 -1.43368 -6.78439
H -1.08836 -1.65303 -4.38594


DFT (the ωB97M-V functional and the def2-TZVPD basis) results for 2 unconnected molecules or ions with the total composition C3H6O3 at a distorted geometry.

Computed properties:
- HOMO level (eV) = -9.82
- LUMO energy (eV) = 0.68
- HOMO-LUMO gap (eV) = 10.504
- SMILES = C=CO.O=CO
- 2S+1 = 1
- charge = 0
- DFT total energy (Ha) = -343.5680
- energy above the lowest of the compared OMol25 structures with the same formula, charge and spin (kcal/mol) = 54.3

Geometry (Å):
C -1.68814 -1.64938 0.68399
C -1.75995 -0.88713 -0.44887
O -1.17630 0.48631 -0.35491
H -2.03265 -2.68094 0.71132
H -1.30072 -1.07964 1.54939
H -1.99933 -1.16679 -1.56427
H -1.75293 1.04117 -0.95619
O 2.39029 2.23053 0.96712
C 2.49894 1.55344 -0.02229
O 2.21363 0.24577 -0.08361
H 3.21336 1.90261 -0.86020
H 1.39380 0.00406 0.37852


DFT (the ωB97M-V functional and the def2-TZVPD basis) results for 2 unconnected molecules or ions with the total composition C2H8N2O2 at a distorted geometry.

Computed properties:
- HOMO level (alpha / beta) (eV) = -9.39 / -6.86
- LUMO energy (alpha / beta) (eV) = 0.87 / -1.11
- HOMO-LUMO gap (alpha / beta) (eV) = 10.257 / 5.747
- 2S+1 = 1
- charge = 0
- DFT total energy (Ha) = -340.7442
- energy above the lowest of the compared OMol25 structures with the same formula, charge and spin (kcal/mol) = 179.6

Geometry (Å):
C -1.90454 0.53951 -0.13831
C 1.83433 1.00283 -0.10019
N 0.21193 -1.97943 0.04828
N 1.03812 -1.04281 0.32543
O -1.55701 -0.36342 0.82620
O 1.25627 -0.12284 -0.62737
H -2.90760 0.38356 -0.41610
H -1.12740 0.52232 -1.06651
H -2.10329 1.50701 0.36127
H 1.78915 1.85474 -0.83039
H 2.77368 0.72866 0.47138
H 1.23352 1.37418 0.82027
H -0.58680 -1.87796 -0.55910
H 0.04963 -2.52635 0.88514


DFT (the ωB97M-V functional and the def2-TZVPD basis) results for a molecular structure, C33H38O2P2S4Ti at a distorted geometry.

Computed properties:
- HOMO level (eV) = -19.28
- LUMO energy (eV) = -13.17
- HOMO-LUMO gap (eV) = 6.113
- 2S+1 = 1
- charge = +4
- DFT total energy (Ha) = -4554.4651

Geometry (Å):
Ti 0.96477 -0.32490 0.86410
C 1.68267 1.99520 3.34230
C 1.81257 0.67400 4.07610
S 0.67477 -0.59670 3.36710
C 1.57187 -2.15700 3.80260
C 1.11037 -3.29090 2.90720
S 1.27467 -2.93250 1.11140
C 3.03597 -3.30540 0.71780
C 4.03367 -2.24830 1.14610
S 3.56537 -0.62530 0.41040
C 4.44307 0.56670 1.50460
C 3.81187 1.93480 1.33780
S 1.98527 1.95960 1.53320
H 2.35817 2.74470 3.76170
H 0.66137 2.38130 3.42960
H 1.51327 0.81050 5.12190
H 2.82997 0.28060 4.04850
H 1.32467 -2.39560 4.84210
H 2.64557 -1.97080 3.72860
H 0.04407 -3.48770 3.05550
H 1.64407 -4.21730 3.13970
H 3.04517 -3.43220 -0.36870
H 3.27827 -4.26980 1.16910
H 5.02487 -2.50820 0.76100
H 4.09817 -2.15460 2.23050
H 5.48507 0.61180 1.17430
H 4.42897 0.20150 2.53410
H 3.96497 2.30560 0.31750
H 4.24047 2.66410 2.03190
O -0.45333 0.73040 0.86820
P -1.33243 1.53890 -0.15400
C -0.84913 0.93440 -1.84030
P -0.16753 -0.76770 -1.88330
O 0.98527 -0.76850 -0.82880
C 0.56917 -1.16710 -3.45700
C 0.22487 -0.53420 -4.64820
C 0.85367 -0.92770 -5.81720
C 1.80587 -1.93810 -5.79760
C 2.13347 -2.57510 -4.60660
C 1.51657 -2.19230 -3.43320
C -1.49443 -1.84730 -1.31150
C -2.29503 -2.43960 -2.28830
C -3.41523 -3.16410 -1.91320
C -3.74293 -3.28380 -0.57060
C -2.94133 -2.69990 0.40520
C -1.81323 -1.98540 0.04160
C -3.05623 1.18420 0.18930
C -3.43043 0.72790 1.45370
C -4.77073 0.53010 1.73380
C -5.72693 0.78010 0.75770
C -5.35473 1.25680 -0.49200
C -4.01843 1.47030 -0.77960
C -0.86973 3.27990 -0.09520
C 0.34477 3.68710 -0.65770
C 0.65397 5.03240 -0.72080
C -0.23063 5.96760 -0.19260
C -1.42343 5.56080 0.39210
C -1.75713 4.21630 0.43300
H -0.11663 1.62120 -2.28120
H -1.74873 0.94710 -2.46090
H -0.51983 0.24690 -4.66820
H 0.60057 -0.44290 -6.74630
H 2.29627 -2.23040 -6.71350
H 2.86677 -3.36520 -4.59920
H 1.74777 -2.67540 -2.49100
H -2.03953 -2.33590 -3.33350
H -4.03023 -3.63140 -2.66870
H -4.62183 -3.83980 -0.28050
H -3.20593 -2.80160 1.44730
H -1.17933 -1.52660 0.81890
H -2.67163 0.54460 2.20580
H -5.07373 0.19860 2.71490
H -6.77043 0.61800 0.97410
H -6.10283 1.47810 -1.23870
H -3.73403 1.87310 -1.74100
H 1.03667 2.94410 -1.04550
H 1.56767 5.35280 -1.20010
H 0.00977 7.01920 -0.23040
H -2.10803 6.28950 0.80090
H -2.70153 3.89650 0.85180


> What is the formula in the sixth record?

C33H38O2P2S4Ti


> Among the records above, which one has the highest charge?

C33H38O2P2S4Ti